(1)
C3H4O3 | the ωB97M-V functional and the def2-TZVPD basis

Structure (XYZ):
```
10
Properties=species:S:1:pos:R:3:mulliken_charge:R:1
O -1.60904 1.72909 -0.73399 -0.4741
O 1.14851 -1.08478 0.80178 -0.4372
O 1.02849 0.94062 1.01081 -0.4549
C -1.08946 0.79706 -0.15756 0.1562
C 0.46821 -1.17039 -0.22825 0.2634
C -0.17925 -0.11299 -0.87932 -0.4428
H -0.34007 -0.16649 -1.95268 0.3616
H 1.61255 0.60936 1.70912 0.3252
H -1.30013 0.56717 0.89717 0.3708
H 0.28249 -2.18689 -0.61188 0.3317
```

Output
**HOMO-LUMO gap (alpha / beta)**: 9.403 / 7.750 eV
**Lowest unoccupied orbital energy (alpha / beta)**: -0.83 / -2.34 eV

(2)
C16H38AsN3O5Ru | the ωB97M-V functional and the def2-TZVPD basis

Structure (XYZ):
```
64
Properties=species:S:1:pos:R:3:mulliken_spin:R:1
Ru 0.91817 0.30529 -0.07539 0.8535
As 0.08378 -3.14286 0.21386 -0.0038
O 3.09033 0.08842 0.21412 -0.0002
O 1.78361 0.79251 -1.98630 0.0015
O 0.89353 -1.66050 -0.10121 0.0440
O 1.28413 2.41860 -0.08841 -0.0052
O 1.62926 1.02048 2.09112 0.0280
N -0.89490 0.43766 -0.87364 0.0476
N -2.45519 0.65718 0.84637 0.0101
N -3.16314 0.66524 -1.35761 0.0144
C 3.18838 0.36823 -2.09181 -0.0052
C 0.74103 2.89037 -1.33727 0.0057
C 1.31302 -4.50657 -0.28134 -0.0001
C -2.17309 0.57222 -0.45661 0.0062
C 0.73669 3.00297 1.11513 0.0055
C -1.56105 0.17448 1.88047 0.0108
C -4.50439 0.12316 -1.10518 -0.0008
C 2.87294 0.41187 2.52148 0.0021
C -0.33844 -3.30667 2.07974 -0.0001
C -3.63051 1.37898 1.35652 -0.0009
C 1.58424 2.45643 2.23662 -0.0061
C -1.48574 -3.21399 -0.87029 0.0096
C 3.48208 -0.60936 -0.98504 0.0033
C -2.93179 1.08180 -2.74055 0.0021
C 3.29846 -0.58979 1.46755 -0.0002
C 1.57374 2.18665 -2.39005 -0.0052
H -4.50345 -0.48981 -0.20846 0.0001
H -5.24785 0.91340 -1.00614 0.0004
H -4.38170 0.69645 1.75230 0.0007
H 3.61741 1.19960 2.62534 -0.0001
H 2.68261 -1.49222 1.47911 0.0003
H 2.73934 -0.07526 3.48734 0.0003
H 3.35911 -0.07309 -3.07298 -0.0002
H -4.77745 -0.50091 -1.95576 0.0009
H 1.56118 -4.42111 -1.33740 -0.0003
H -1.12704 0.99929 2.45087 0.0016
H 2.20968 -4.42451 0.33085 -0.0002
H -2.83418 0.22403 -3.41015 0.0000
H 2.55169 2.65200 -2.48306 -0.0005
H 1.08050 2.21179 -3.36125 -0.0001
H -4.06539 1.99281 0.57343 0.0004
H -0.76710 -0.43568 1.45401 -0.0119
H -2.05522 -2.29679 -0.73140 -0.0042
H -1.38936 -3.56070 2.20840 0.0000
H 0.84064 3.97327 -1.42255 -0.0009
H -0.82686 0.25776 -1.86831 -0.0029
H -2.11498 -0.45902 2.57638 0.0031
H -0.31816 2.72196 1.19505 -0.0033
H -1.19448 -3.32198 -1.91377 0.0000
H -2.05001 1.71434 -2.81156 -0.0008
H 4.34537 -0.86706 1.59735 -0.0015
H 0.83416 -5.46923 -0.09397 -0.0003
H -0.11253 -2.37149 2.58759 0.0005
H 2.59871 2.84698 2.15870 0.0003
H 1.16854 2.73436 3.20608 0.0018
H -3.78723 1.67047 -3.06757 0.0003
H 4.54293 -0.86283 -0.96372 -0.0005
H -3.29736 2.03258 2.16251 0.0004
H -2.08807 -4.07168 -0.56972 0.0010
H 3.80772 1.25575 -1.97732 0.0005
H 0.81269 4.09083 1.08121 -0.0010
H 0.27340 -4.09917 2.50896 -0.0004
H -0.31272 2.62398 -1.38824 0.0001
H 2.89030 -1.52193 -1.07441 0.0000
```

Output
**Multiplicity**: 2
**<S²>**: 0.7620
**HOMO-LUMO gap (alpha / beta)**: 7.699 / 7.411 eV
**Lowest unoccupied orbital energy (alpha / beta)**: -10.29 / -10.51 eV
**Net charge**: +3

(3)
C16H37N4O2 | the ωB97M-V functional and the def2-TZVPD basis

Structure (XYZ):
```
59
Properties=species:S:1:pos:R:3:mulliken_charge:R:1
O 0.67814 0.01985 -2.20206 -0.4160
O 1.61619 -3.47202 -5.02672 -0.3538
N 3.10464 -1.75258 -3.13638 -0.2541
N 0.14400 -1.05148 1.58955 -0.2517
N -0.84592 -0.16282 3.58523 0.0556
N 1.38925 -0.25576 3.40786 -0.2066
C 2.97446 -0.88908 -1.97618 -1.1732
C -0.46495 3.13541 0.57773 -0.8508
C 0.23088 -0.52313 2.82458 0.3866
C 1.58181 -0.69005 -1.38541 0.0755
C -1.76181 3.88539 0.95709 -0.3628
C -1.54703 1.00768 2.93930 0.2455
C -3.01472 3.29467 0.30119 -0.9990
C -3.64942 2.04976 0.95331 -0.5346
C 1.19405 -0.22551 4.86603 -0.4833
C -3.83269 2.08030 2.48876 -0.8235
C -0.31259 0.09271 4.94700 -0.4967
C -0.00400 -0.74698 -3.18422 -0.6089
C 1.99126 -2.79678 -6.21190 -0.7208
C -3.01473 1.06821 3.30671 -0.8819
C 2.70031 -3.90957 -4.22140 -0.8181
C 2.74007 -3.14355 -2.91726 -0.1625
H 1.36255 -1.23868 5.23780 0.3069
H 3.48142 -3.60377 -2.25614 0.3641
H -3.79272 4.05594 0.19376 0.3694
H 2.22345 -0.69752 3.03964 0.2994
H 0.15451 2.92536 1.45581 0.1709
H -4.87951 1.84043 2.69319 0.3359
H -1.01063 1.90113 3.27652 0.3870
H 0.66453 -1.87655 1.34163 0.2680
H -3.69225 3.08964 2.88657 0.4967
H 2.42830 -1.81183 -6.01173 0.3053
H 3.62979 -1.27242 -1.18518 0.4179
H -0.17640 -1.77186 -2.84332 0.2968
H -0.39035 -0.59584 0.86727 0.1730
H 0.15604 3.72930 -0.09371 0.4047
H 0.54068 -0.77930 -4.12989 0.1766
H 1.08840 -2.66489 -6.80451 0.2422
H -1.40824 0.92533 1.86328 -0.6411
H -0.56927 1.10531 5.26229 0.3306
H 1.69704 -0.07750 -0.48457 0.3188
H -0.96443 -0.26551 -3.36178 0.3160
H -3.08074 1.33132 4.36938 0.2915
H 1.13110 -1.64840 -1.08132 0.1741
H 2.70963 -3.38232 -6.79232 0.3522
H 3.35464 0.09777 -2.25050 0.4084
H 1.75315 -3.26062 -2.44444 0.1410
H 1.87627 0.44795 5.37914 0.3302
H -0.67614 2.17552 0.09375 0.0966
H -1.86292 3.95958 2.04390 0.2359
H -2.72597 3.02387 -0.72175 0.3276
H -4.65053 1.95407 0.52436 0.3839
H -3.12990 1.13752 0.63118 0.3670
H 2.54935 -1.37929 -3.89544 0.1074
H -1.66322 4.91613 0.60721 0.4864
H 2.54813 -4.96937 -4.00127 0.3937
H -0.76419 -0.60012 5.65562 0.3751
H 3.64770 -3.80631 -4.75807 0.4117
H -3.45648 0.07126 3.21083 0.4133
```

Output
**HOMO-LUMO gap**: 7.631 eV
**Lowest unoccupied orbital energy**: -3.27 eV
**Net charge**: +1